Below is 2 unconnected molecules or ions with the total composition C2H7N2O2 in a non-equilibrium geometry, with properties calculated with the ωB97M-V functional and the def2-TZVPD basis.

## Properties
Total energy: -9251.71949 eV
HOMO energy: -15.72 eV
Relative energy (zero: lowest compared OMol25 entry of this formula, charge and spin): 116.5 kcal per mole
Orbital gap: 10.7938 eV

ORCA input file:
```
! RIJCOSX wB97M-V def2-TZVPD def2/J DEFGRID3
* xyz 1 1
C 0.05 -1.42 -0.36
C -0.46 -0.07 -0.02
N -2.79 0.33 0.57
N -1.68 0.14 0.21
O -3.73 0.38 -0.35
O 1.73 1.60 0.26
H -0.73 -2.02 -0.83
H 0.84 -1.14 -1.17
H 0.54 -1.94 0.40
H 1.94 2.09 1.05
H 0.31 0.74 0.05
H -4.58 0.84 0.03
H 1.99 2.37 -0.34
*
```

The Löwdin scheme yields these atomic charges, measured in e: number 1, C, carries 0.01; number 2, C, carries -0.01; number 3, N, carries 0.06; number 4, N, carries 0.12; number 5, O, carries 0.07; number 6, O, carries -0.06; number 7, H, carries 0.10; number 8, H, carries 0.14; number 9, H, carries 0.08; number 10, H, carries 0.06; number 11, H, carries 0.10; number 12, H, carries 0.21; number 13, H, carries 0.12